# 1
{
  "formula": "C19H28HfN6OS4Se",
  "method": "the ωB97M-V functional and the def2-TZVPD basis",
  "elements": ["C", "S", "Se", "H", "O", "H", "C", "H", "H", "H", "C", "C", "N", "C", "H", "C", "H", "H", "S", "H", "C", "C", "H", "C", "H", "H", "H", "H", "H", "N", "S", "H", "C", "H", "C", "N", "C", "C", "C", "H", "S", "C", "H", "N", "C", "H", "H", "H", "H", "Hf", "C", "N", "H", "N", "C", "H", "H", "C", "H", "H"],
  "positions_angstrom": [[-0.04047, 4.58153, -3.33873], [-1.24047, 3.71122, 3.66530], [-2.43255, 2.33819, -1.23348], [-2.43020, -2.81635, 2.47551], [0.52174, 4.97633, 5.15949], [0.66184, -3.70299, 0.83737], [0.05803, 2.71195, -1.72371], [0.88388, 0.50076, -2.17474], [-0.84365, -3.23674, -2.45463], [1.85950, 5.28444, -3.97421], [-0.67740, 2.49119, 2.53231], [-2.98536, -1.74218, 0.70758], [1.47427, -1.78414, 0.69204], [1.32714, 4.59245, -3.34323], [-0.37017, -2.53623, -0.89807], [1.32150, -3.05793, 1.42583], [0.22317, -3.76096, 3.13153], [1.85999, -2.89413, -1.05020], [-1.91810, 1.57021, 1.70887], [2.73549, -0.98878, -2.35683], [2.20338, -0.79299, -1.42146], [-2.23847, -1.81234, -1.66531], [-3.58533, -1.03581, 1.29128], [0.65964, 2.31241, 2.45822], [-0.54842, -1.75345, 4.06714], [2.69585, 0.03948, -0.90981], [1.63666, -2.80928, 3.53946], [-1.36661, -3.14443, 1.10520], [-3.65264, -2.53366, 0.34854], [-1.01676, -1.27879, 2.04521], [1.54802, 1.18889, 1.46838], [2.03673, 2.18342, -1.03259], [-0.04012, -1.61997, 3.10702], [-0.62950, 5.25962, -3.93252], [0.35642, 4.17161, 4.30885], [-2.37530, -1.00176, -0.42957], [1.46012, 2.79109, -1.71730], [2.06884, 3.73322, -2.50793], [-1.92416, -2.35842, 1.61994], [2.06386, -1.18994, 1.28800], [1.67275, 3.27929, 3.51735], [2.26382, -2.02297, -0.53114], [3.31343, -2.23800, -0.30246], [0.80417, -0.39866, -1.69505], [0.10244, -1.31803, -2.61920], [0.83627, -1.86542, -3.22080], [-3.04434, -0.25786, -0.64085], [-2.91378, -2.67372, -1.62461], [0.62011, -0.75017, 3.21197], [-0.32213, 0.04247, 0.34143], [-0.80467, -2.31117, -1.87521], [-2.02173, 3.54791, -2.37062], [2.28549, -3.57376, 1.50189], [-0.70190, 1.84801, -1.01211], [-0.70327, 3.65591, -2.50747], [-2.53495, -1.21196, -2.52933], [-1.62881, -0.56716, 2.48182], [0.79292, -2.87483, 2.85316], [-0.49974, -0.72663, -3.31613], [3.14350, 3.83002, -2.48141]],
  "mulliken_charge": [-0.614, -0.080, 0.409, 0.485, -0.473, 0.426, 0.922, 0.205, 0.515, 0.431, 0.370, -1.184, -0.280, -0.672, -0.680, -0.821, 0.312, 0.438, -0.553, 0.660, -0.895, -0.970, 0.490, 0.310, 0.483, 0.385, 0.419, 0.221, 0.477, -0.285, -0.768, 0.204, -0.776, 0.507, 0.611, -0.349, 0.200, -0.837, -0.369, 0.383, -0.082, -0.877, 0.533, -0.566, -0.936, 0.410, 0.283, 0.356, 0.279, 2.309, 0.471, -0.683, 0.503, -0.455, 0.108, 0.427, 0.499, -0.795, 0.472, 0.487],
  "de_lowest_kj_mol": 13.4,
  "homo_ev": -12.837,
  "total_charge": 2,
  "lumo_ev": -7.245
}


# 2
{
  "formula": "C4H2F2",
  "method": "the ωB97M-V functional and the def2-TZVPD basis",
  "elements": ["C", "H", "C", "C", "H", "F", "C", "F"],
  "positions_angstrom": [[1.48274, -0.43508, -1.51788], [-1.63299, 0.06716, 1.90377], [-0.73913, 0.30922, 1.26303], [0.49922, -0.13140, -0.85236], [2.50892, -0.50483, -1.98335], [-1.78271, -0.27947, -0.58635], [-0.59707, 0.07624, -0.07288], [0.26102, 0.89816, 1.84602]],
  "mulliken_charge": [-0.006, 0.318, -0.148, -0.214, 0.364, -0.248, 0.142, -0.208],
  "de_lowest_kj_mol": 106.7,
  "homo_ev": -8.974,
  "lumo_ev": 0.408
}


# 3
{
  "formula": "CH2F2N2",
  "method": "the ωB97M-V functional and the def2-TZVPD basis",
  "elements": ["C", "N", "H", "F", "H", "N", "F"],
  "positions_angstrom": [[0.04241, -1.08339, -0.64070], [0.13365, 1.20420, 0.89385], [-0.22293, -1.65668, 0.28643], [0.93121, -1.46729, -1.48360], [-0.45837, 1.64531, 0.13676], [0.48790, 1.62167, 1.94487], [-0.91386, -0.26382, -1.13761]],
  "mulliken_charge": [0.147, 0.085, 0.293, -0.156, 0.234, -0.373, -0.230],
  "de_lowest_kj_mol": 446.0,
  "homo_ev": -6.613,
  "lumo_ev": -0.829
}


# 4
{
  "formula": "C5H8O2S2",
  "method": "the ωB97M-V functional and the def2-TZVPD basis",
  "elements": ["C", "H", "C", "S", "C", "H", "H", "S", "H", "C", "H", "O", "H", "O", "H", "H", "C"],
  "positions_angstrom": [[-0.68901, 0.51281, 0.21355], [1.74128, -0.27764, -1.58988], [-1.54739, 1.58343, -0.41153], [1.51403, -2.03511, -0.48061], [1.85713, -0.37902, -0.57180], [0.93300, 0.05910, 1.63301], [-2.21875, -1.08801, 0.21530], [-0.54279, -1.94879, -1.13426], [-0.54842, -1.41516, 0.97341], [-1.17673, -0.91825, 0.29585], [2.71396, 0.00234, -0.09868], [1.59822, -2.51229, 0.85263], [-1.78341, 2.24316, 0.38111], [0.95141, 1.99217, 0.84329], [-2.40621, 1.14396, -0.79257], [-0.95524, 2.15473, -1.20139], [0.55892, 0.88258, 0.87256]],
  "mulliken_charge": [0.865, 0.443, -1.355, 0.394, -0.737, 0.356, 0.523, -0.107, 0.375, -1.134, 0.430, -0.522, 0.345, -0.555, 0.459, 0.255, -0.035],
  "de_lowest_kj_mol": 395.1,
  "homo_ev": [-8.591, -8.643],
  "lumo_ev": [-1.543, -1.257]
}


# 5
{
  "formula": "C2H24O10",
  "method": "the ωB97M-V functional and the def2-TZVPD basis",
  "elements": ["H", "O", "H", "H", "O", "H", "H", "O", "O", "O", "H", "H", "O", "C", "H", "H", "O", "H", "O", "H", "H", "H", "H", "H", "H", "H", "H", "H", "H", "H", "H", "O", "C", "H", "H", "O"],
  "positions_angstrom": [[0.82332, 0.62231, 1.11513], [2.77650, 0.79741, -1.51016], [-1.11953, -0.59945, -0.29883], [3.68514, 0.98825, -1.73611], [-3.50193, 0.55244, -1.24036], [3.28071, -2.80101, 0.41283], [2.17122, 1.27385, -2.10183], [-0.77972, -1.26820, 3.91902], [0.77814, 2.20628, -2.84444], [-0.69062, -0.10632, -3.43293], [-0.42393, 2.55667, 1.43521], [-1.30615, -2.00669, 3.61259], [-0.06008, 2.40189, 0.57811], [0.08018, 1.00273, 0.37742], [0.49036, -1.05790, -1.89684], [-2.12758, 2.35519, 2.51389], [1.04130, -1.83916, -1.79625], [1.48079, -2.91869, 2.09967], [-1.75289, 2.09745, 3.33688], [0.61456, 0.90940, -0.56427], [0.40353, 3.08236, -3.03139], [-1.54738, 0.19035, -3.12373], [0.14934, -1.39861, 3.66703], [-1.36151, -0.41905, 1.33411], [-3.32159, -0.05283, -1.95746], [0.93771, -2.29556, -2.64490], [-1.51042, 1.15754, 3.30179], [-0.21557, 0.63851, -3.85705], [-4.30454, 0.17421, -0.89612], [1.89754, -2.41402, -0.33630], [-2.04373, 0.87712, 0.33725], [2.35667, -2.65279, 0.49092], [-1.21758, 0.19059, 0.45421], [2.24037, -1.95383, 3.13432], [0.59060, 2.24291, -1.86647], [1.48676, -2.53336, 3.01506]],
  "mulliken_charge": [0.193, -0.589, 0.301, 0.275, -0.594, 0.245, 0.367, -0.622, -0.691, -0.635, 0.296, 0.263, -0.560, 1.232, 0.328, 0.279, -0.669, 0.380, -0.673, -1.025, 0.309, 0.283, 0.389, 0.096, 0.277, 0.263, 0.374, 0.306, 0.306, 0.431, 0.341, -0.623, -0.809, 0.275, 0.355, -0.673],
  "de_lowest_kj_mol": 150.5,
  "homo_ev": -10.090,
  "lumo_ev": 0.063
}


# 6
{
  "formula": "C8HBr4NO2",
  "method": "the ωB97M-V functional and the def2-TZVPD basis",
  "elements": ["Br", "Br", "C", "O", "C", "N", "Br", "C", "H", "C", "C", "C", "C", "C", "Br", "O"],
  "positions_angstrom": [[-2.79336, 1.82047, -0.89412], [1.36446, -2.60184, 1.73254], [0.74383, -0.31277, 0.08768], [0.25214, 2.27028, -2.19079], [2.00687, -0.15474, -0.62961], [1.89034, 0.93886, -1.48093], [-3.79435, -0.32596, 1.44914], [0.60131, 1.35492, -1.46175], [2.49844, 1.14319, -2.26113], [0.28687, -1.17461, 1.10467], [-0.13155, 0.58957, -0.46887], [-1.90836, -0.20423, 0.97109], [-1.01183, -1.06271, 1.61913], [-1.46770, 0.65514, -0.05959], [-1.57635, -2.12781, 3.09220], [3.03925, -0.80776, -0.60966]],
  "mulliken_charge": [-0.084, -0.089, 0.190, -0.590, 0.251, -0.037, -0.123, 0.322, 0.276, 0.133, 0.659, 0.276, -0.120, -0.400, -0.094, -0.571],
  "homo_ev": -9.773,
  "lumo_ev": -1.266
}


# 7
{
  "formula": "C4H9N",
  "method": "the ωB97M-V functional and the def2-TZVPD basis",
  "elements": ["H", "H", "H", "H", "H", "N", "C", "H", "C", "H", "H", "H", "C", "C"],
  "positions_angstrom": [[1.27672, -0.03965, 1.22643], [-0.07795, 0.99822, 2.98652], [1.48557, -1.13095, -0.83205], [-1.13242, -1.53050, -2.21983], [-1.43899, 1.41398, 1.65392], [-0.31704, -1.79073, -1.75046], [-0.04615, 0.29467, -0.38277], [0.30138, 2.54366, 1.77901], [-0.21744, 1.40029, 1.91400], [-1.04382, 0.62586, -0.67684], [-0.61492, -2.34774, -0.94711], [0.85632, -0.26835, -2.26107], [0.36804, 0.51822, 0.83926], [0.60072, -0.68697, -1.32901]],
  "mulliken_charge": [0.191, 0.294, 0.306, 0.202, 0.209, -0.601, -0.103, 0.208, -0.875, 0.227, 0.225, 0.329, -0.100, -0.512],
  "de_lowest_kj_mol": 148.4,
  "homo_ev": -8.983,
  "lumo_ev": 1.194
}


# 8
{
  "formula": "C11H17BN6Ti",
  "method": "the ωB97M-V functional and the def2-TZVPD basis",
  "elements": ["H", "H", "C", "C", "N", "N", "C", "H", "C", "C", "N", "H", "C", "H", "H", "C", "Ti", "N", "H", "N", "H", "H", "H", "C", "C", "H", "N", "C", "H", "H", "C", "H", "H", "H", "B", "H"],
  "positions_angstrom": [[0.42725, 4.96216, -1.20098], [-2.91070, -0.49630, -2.40132], [-1.20538, -1.77130, -3.15527], [2.61458, 1.81040, -0.01492], [0.40621, -1.93488, 1.03839], [2.20167, -0.34046, -0.27982], [-0.33650, 4.98106, -0.40717], [4.77363, 1.69981, -0.42163], [-3.53592, 1.14356, 1.12831], [0.77347, -2.91900, 1.86984], [-1.25071, -0.92259, -1.07304], [4.15953, -1.00322, -0.72639], [3.85067, 1.19526, -0.33022], [-4.59256, 0.83046, 1.14547], [0.04394, -3.54948, 3.84888], [-0.02277, -2.88872, 2.99632], [-2.48447, -0.79337, 0.57240], [1.68861, 0.87848, -0.02778], [0.73259, -2.78957, -2.81496], [-0.03017, -1.53538, -1.28466], [-3.40793, 1.51424, 2.16643], [-0.29166, 4.03267, 0.15200], [-3.59455, 2.07054, 0.51837], [3.54352, -0.15969, -0.48581], [-1.94776, -0.99010, -2.27300], [-1.33095, 5.07771, -0.87137], [-0.75184, -1.35640, 1.52230], [-0.04348, -2.12418, -2.48960], [1.85147, -2.55744, -0.58015], [-1.73647, -1.49681, 3.45603], [-0.95376, -1.87500, 2.79988], [-0.16319, 5.78871, 0.23517], [-1.49391, -2.06765, -4.14877], [1.54706, -3.62164, 1.61015], [1.16818, -1.60281, -0.28790], [2.30225, 2.81090, 0.21480]],
  "mulliken_charge": [0.234, 0.536, -0.937, 0.007, 0.050, 0.335, -0.913, 0.419, -1.066, 0.040, -0.254, 0.474, -0.875, 0.463, 0.416, -0.939, 1.359, -0.716, 0.475, 0.076, 0.397, 0.118, 0.384, -0.381, -0.086, 0.270, -0.285, 0.021, -0.066, 0.548, -0.077, 0.296, 0.420, 0.463, 0.299, 0.494],
  "de_lowest_kj_mol": 458.2,
  "homo_ev": [-13.797, -13.772],
  "total_charge": 2,
  "lumo_ev": [-11.045, -11.072]
}


# 9
{
  "formula": "C4H8O",
  "method": "the ωB97M-V functional and the def2-TZVPD basis",
  "elements": ["H", "C", "H", "H", "H", "H", "C", "C", "C", "O", "H", "H", "H"],
  "positions_angstrom": [[2.41767, -0.14627, -1.06656], [0.80041, -0.47902, 0.17486], [-0.85014, -1.34507, 1.21055], [2.10551, 1.28670, -0.08605], [1.39534, -0.98220, 0.94355], [1.06039, 0.88620, -1.48525], [1.62241, 0.47998, -0.64351], [-1.75323, 0.37243, 0.28833], [-0.64078, -0.62688, 0.41507], [-0.01329, -1.30789, -0.66059], [-1.86586, 0.81242, 1.28628], [-2.69923, -0.12635, 0.05235], [-1.57918, 1.17595, -0.42902]],
  "mulliken_charge": [0.290, 0.190, 0.329, 0.322, 0.320, 0.326, -1.249, -1.119, 0.144, -0.459, 0.292, 0.281, 0.332],
  "de_lowest_kj_mol": 128.7,
  "homo_ev": -9.850,
  "lumo_ev": 1.118
}


# 10
{
  "formula": "C3H5NO2",
  "method": "the ωB97M-V functional and the def2-TZVPD basis",
  "elements": ["O", "C", "H", "O", "N", "H", "C", "H", "H", "C", "H"],
  "positions_angstrom": [[-0.36466, 2.06605, 0.43084], [-0.30482, 0.93539, 0.04001], [1.85847, -0.20561, 1.10061], [1.99984, -1.56390, -0.40263], [0.87841, 0.41918, -0.63522], [-1.74216, -0.45296, -0.76366], [-1.39618, -0.09452, 0.21278], [-0.99809, -0.97100, 0.73827], [-2.22929, 0.33065, 0.77224], [1.62514, -0.51619, 0.06809], [0.67331, 0.05290, -1.56133]],
  "mulliken_charge": [-0.447, 0.427, 0.381, -0.515, -0.235, 0.322, -0.923, 0.323, 0.293, 0.077, 0.297],
  "de_lowest_kj_mol": 74.6,
  "homo_ev": -10.479,
  "lumo_ev": 0.670
}


In hartree/bohr, the max |F| values for the records above are, in order, 0.0243 0.0920 0.0915 0.0841 0.0414 0.0835 0.0710 0.0753 0.0091 0.0105.